Entry from OMol25: C43H54Cl2MgN4O8P2S2 as an isolated structure (ωB97M-V with the def2-TZVPD basis set).

- E_HOMO (eV) = -6.8
- energy above the lowest of the compared OMol25 structures with the same formula, charge and spin (kJ/mol) = 20.5
- Kohn-Sham gap (eV) = 6.61

```
! wB97M-V def2-TZVPD RIJCOSX def2/J DEFGRID3
* xyz 0 1
Cl 4.615 -2.990 0.702
Cl 2.533 -4.795 5.333
S -2.909 -1.492 1.612
S -2.309 -7.153 -1.675
P 2.127 1.588 -2.065
P 2.042 2.792 0.728
Mg 0.554 -0.082 0.515
O 3.616 2.814 0.854
O 3.703 1.651 -2.217
O 1.684 0.308 -1.490
O 1.479 1.542 1.289
O 1.468 4.050 1.463
O 1.638 1.961 -3.502
O -1.722 -0.914 0.901
O 2.313 -1.085 0.770
N 0.080 -2.539 -0.393
N 0.497 -0.831 2.707
N -2.121 -5.563 -3.750
N -1.608 1.977 -1.015
C -4.222 -1.996 -0.870
C 2.982 5.375 2.815
C 2.650 5.941 0.380
C 1.428 -1.818 2.837
C -1.251 -3.326 -2.218
C 2.468 -3.673 3.997
C -5.462 -1.054 3.697
C -0.378 -0.660 3.665
C -4.231 -0.374 -2.653
C -0.867 1.261 -0.478
C 1.454 -2.687 3.948
C 4.302 1.614 1.399
C -7.729 -1.809 3.433
C 0.215 -3.801 0.005
C -0.633 -2.319 -1.498
C -3.751 -0.808 -1.425
C -1.863 -5.769 -2.451
C 4.898 2.096 -4.246
C -0.201 0.392 -3.971
C -5.173 -2.737 -1.568
C 3.406 -3.743 3.009
C 4.242 1.641 2.909
C -4.142 -0.172 1.743
C -1.153 -4.637 -1.766
C -0.542 2.901 -3.957
C 5.704 1.657 0.848
C -3.726 -2.571 0.436
C 4.374 2.701 -2.962
C 0.474 -2.485 4.945
C -0.395 -4.872 -0.629
C 2.398 -1.886 1.760
C -6.523 -0.928 1.548
C 3.383 -2.859 1.921
C 1.745 3.026 -1.032
C -5.638 -2.311 -2.804
C -5.168 -1.124 -3.351
C -7.681 -1.471 2.087
C 2.024 5.384 1.643
C 0.401 1.754 -4.242
C -5.406 -0.709 2.349
C 5.458 3.275 -2.077
C -0.427 -1.469 4.813
C -6.617 -1.599 4.237
H -1.394 2.844 -4.637
H -0.922 2.846 -2.934
H 1.947 5.933 -0.453
H -2.590 -6.293 -4.261
H 4.082 1.670 -4.828
H 4.779 2.506 3.304
H -6.374 -2.902 -3.333
H -1.177 -1.285 5.571
H -6.484 -0.665 0.497
H -4.305 0.251 0.754
H 3.212 1.662 3.263
H -8.630 -2.235 3.854
H -3.002 -0.213 -0.917
H 0.735 1.801 -5.280
H -0.043 3.858 -4.118
H -5.544 -3.664 -1.145
H 4.185 -4.492 3.060
H 3.546 5.380 0.106
H -3.857 0.559 -3.056
H -5.538 -0.783 -4.309
H -0.932 0.176 -4.753
H 2.947 6.974 0.560
H 6.210 2.580 1.140
H 3.874 4.798 2.575
H 4.712 0.736 3.296
H 2.509 4.939 3.694
H 2.393 3.835 -1.370
H -3.644 0.571 2.367
H -8.546 -1.629 1.456
H 0.823 -3.960 0.889
H 0.693 3.301 -1.156
H 5.061 3.548 -1.098
H -0.291 -5.878 -0.247
H -4.596 -0.888 4.327
H -0.705 0.376 -3.005
H 6.259 2.549 -1.928
H 5.882 4.163 -2.547
H 6.266 0.811 1.245
H 5.616 1.306 -4.020
H 3.649 3.482 -3.207
H 0.565 -0.384 -3.984
H 5.696 1.581 -0.239
H -1.084 0.154 3.532
H -0.747 -1.289 -1.812
H -1.755 -4.773 -4.250
H 3.281 6.397 3.051
H 1.144 5.975 1.894
H -1.868 -3.045 -3.063
H -4.544 -3.043 0.987
H 3.769 0.744 1.014
H 0.456 -3.136 5.809
H -2.966 -3.341 0.266
H -6.651 -1.857 5.287
H 5.395 2.861 -4.845
*
```

Atom charges from the Mulliken analysis, given in e for atoms 1 to 8:
1. Cl -0.28
2. Cl -0.30
3. S 0.23
4. S -0.35
5. P -0.68
6. P -0.36
7. Mg 4.99
8. O 0.22


Entry from OMol25: C43H54F3NO7P2SSr as an isolated structure at a distorted geometry (ωB97M-V with the def2-TZVPD basis set).

- E_HOMO (eV) = -6.3
- energy above the lowest of the compared OMol25 structures with the same formula, charge and spin (kJ/mol) = 85.1
- Kohn-Sham gap (eV) = 6.30

```
! wB97M-V def2-TZVPD RIJCOSX def2/J DEFGRID3
* xyz 0 1
Sr -0.291 0.360 -0.765
S -2.181 2.663 -0.925
P -2.790 -1.422 -0.885
P -0.045 0.596 2.814
F -1.954 5.236 -1.353
F -0.596 4.456 0.140
F -2.689 4.729 0.618
O -1.927 1.828 0.259
O -1.299 -0.079 3.645
O 1.258 0.138 3.637
O -1.111 2.427 -1.891
O -3.530 2.624 -1.387
O -1.626 -1.492 0.072
O -0.217 2.082 3.432
N 2.124 0.216 -0.712
C -1.447 2.809 3.266
C -2.346 0.282 -4.756
C 3.482 -0.988 -2.441
C 4.161 3.468 -1.108
C 3.477 4.222 0.032
C -1.835 4.380 -0.346
C -1.425 -1.506 3.546
C 3.261 3.268 1.205
C -3.673 -5.694 -2.261
C 4.412 0.796 0.119
C -3.945 -4.649 -3.132
C -0.885 -1.076 -2.875
C 2.806 -3.231 -3.024
C 5.508 2.920 -0.623
C -2.095 3.021 4.617
C 4.607 2.730 1.697
C -5.280 0.322 1.733
C -2.951 -0.037 -3.537
C -6.585 -0.207 -0.224
C -0.277 -0.751 -4.068
C 3.269 2.305 -1.550
C 1.854 -3.199 -2.012
C 1.733 -2.061 -1.224
C 1.495 0.498 5.010
C -5.463 -0.740 -0.833
C 5.291 1.970 0.559
C -3.205 -3.071 -1.474
C 2.404 2.082 0.754
C -3.704 -3.339 -2.745
C -1.028 -0.038 -5.007
C 3.052 1.298 -0.399
C 0.971 -4.391 -1.750
C 4.723 -2.173 -4.260
C -4.246 -0.726 -0.157
C 2.489 -0.889 -1.433
C -2.936 -4.123 -0.602
C -2.444 -1.962 4.566
C -4.148 -0.194 1.124
C 3.639 -2.126 -3.214
C 2.690 -0.288 5.495
C -3.169 -5.430 -0.995
C -2.199 -0.636 -2.553
C -6.492 0.322 1.058
H 4.084 5.079 0.343
H 4.444 2.058 2.546
H -2.925 0.797 -5.510
H 4.473 -2.873 -5.058
H -1.408 3.527 5.296
H -2.116 2.276 2.594
H 2.750 3.792 2.019
H 6.261 1.592 0.896
H -1.734 -1.775 2.532
H 4.333 4.144 -1.951
H 5.668 -2.499 -3.820
H -2.989 3.638 4.510
H -4.332 -4.851 -4.122
H -3.891 -2.535 -3.446
H 0.389 -4.655 -2.636
H -2.510 -3.051 4.577
H 0.600 0.275 5.597
H 3.556 -0.089 4.865
H -7.532 -0.206 -0.746
H -3.193 -0.169 1.632
H 4.891 -1.192 -4.705
H 4.222 0.123 0.962
H -2.376 2.064 5.056
H 0.272 -4.190 -0.938
H -2.162 -1.622 5.562
H -0.582 0.247 -5.951
H -7.372 0.735 1.533
H 4.120 -0.142 -2.646
H 1.561 -5.268 -1.478
H -3.431 -1.561 4.331
H 2.512 4.611 -0.308
H -2.527 -3.915 0.379
H -2.946 -6.244 -0.318
H -0.454 -1.975 3.731
H 0.737 -1.087 -4.248
H -3.843 -6.716 -2.574
H -3.978 0.257 -3.355
H -5.210 0.735 2.731
H 2.935 -0.004 6.519
H 2.285 2.683 -1.857
H 2.487 -1.358 5.472
H -1.192 3.759 2.798
H -0.356 -1.694 -2.151
H 1.673 1.573 5.059
H -5.542 -1.174 -1.823
H 6.013 2.392 -1.439
H 3.706 1.818 -2.421
H 4.922 0.213 -0.649
H 2.920 -4.113 -3.644
H 1.408 2.440 0.446
H 2.263 1.391 1.589
H 1.039 -2.089 -0.384
H 5.244 3.550 2.044
H 6.160 3.747 -0.323
*
```

Atom charges from the Mulliken analysis, given in e for atoms 1 to 8:
1. Sr 1.36
2. S 1.36
3. P 1.46
4. P 0.61
5. F -0.22
6. F -0.15
7. F -0.21
8. O -0.55